# 1
ORCA calculation (wB97M-V/def2-TZVPD) on C4H7NO3 as an isolated structure in a non-equilibrium geometry.

XYZ file:
```
15
Properties=species:S:1:pos:R:3:forces:R:3
C -1.897 0.448 -0.120 -4.75 1.25 -0.12
C -0.427 0.307 0.308 -0.37 1.93 1.06
C 0.728 -0.310 -0.341 -3.53 -1.06 -2.61
C 2.132 -0.157 0.037 -1.01 -2.57 1.04
H -3.902 -0.540 -0.397 5.56 0.30 -1.55
H -2.313 -1.460 -0.383 0.33 -0.90 -0.31
H -0.146 1.217 0.949 -0.64 -1.69 -0.27
H 0.556 -0.627 -1.456 0.32 0.22 2.24
H 2.256 -1.345 0.080 1.90 1.81 -1.13
H 2.182 -0.075 1.109 0.00 0.80 0.45
H 3.448 1.976 0.857 -0.90 -1.59 -2.80
N -2.620 -0.581 -0.759 -3.19 -0.86 1.74
O -2.687 1.381 0.148 3.56 -0.03 0.33
O -0.081 -1.037 0.687 0.92 1.26 -1.08
O 2.770 0.802 -0.721 1.82 1.11 3.00
```
Positions in Å, forces in eV/Å.

Values from the calculation:
relative energy (zero: lowest compared OMol25 entry of this formula, charge and spin) = 250.4 kcal/mol
charge = 0
highest occupied orbital energy = -9.71 eV
frontier orbital gap = 6.1 eV
LUMO = -3.63 eV

***

# 2
ORCA calculation (wB97M-V/def2-TZVPD) on a 2-piece molecular cluster, C4H7NO3S overall in a non-equilibrium geometry.

XYZ file:
```
16
Properties=species:S:1:pos:R:3:forces:R:3
C -1.146 -0.315 -0.327 -0.85 -2.81 0.50
C 1.060 0.228 -1.373 -1.23 0.30 1.62
C -0.077 1.810 0.444 1.70 0.11 0.07
C -0.305 0.823 -0.821 2.08 1.69 0.21
N 0.049 -1.194 1.067 -1.72 2.42 -3.15
O 0.432 -2.506 2.937 -0.13 -0.02 0.31
O -2.238 -0.598 -0.864 2.46 0.63 1.54
O -0.421 -3.850 1.044 -0.33 2.07 0.58
S -0.608 -2.489 1.825 -0.04 -2.47 -0.27
H 0.903 -0.313 -2.289 -0.51 -1.05 -0.06
H 1.424 -0.359 -0.507 0.44 0.04 -0.86
H 1.650 1.031 -1.764 0.86 0.89 0.50
H 0.739 2.664 0.257 -1.05 -2.16 0.31
H 0.067 1.207 1.429 0.34 0.76 -2.01
H -0.913 2.449 0.671 -1.05 0.01 -0.31
H -0.616 1.412 -1.729 -0.96 -0.41 1.00
```
Positions in Å, forces in eV/Å.

Values from the calculation:
relative energy (zero: lowest compared OMol25 entry of this formula, charge and spin) = 76.0 kcal/mol
charge = -2
highest occupied orbital energy = 1.50 eV
frontier orbital gap = 4.8 eV
LUMO = 6.31 eV

***

# 3
ORCA calculation (wB97M-V/def2-TZVPD) on C4H7NO3S as an isolated structure in a non-equilibrium geometry.

XYZ file:
```
16
Properties=species:S:1:pos:R:3:forces:R:3
C 0.441 -1.686 0.310 -2.63 -0.66 0.69
C 0.577 -0.262 0.866 -3.25 -0.25 2.60
C -1.688 1.779 0.780 -0.15 0.59 -1.67
C -0.886 1.334 -0.159 0.56 0.47 -1.81
N -0.034 -1.683 -1.058 0.42 1.73 -0.87
O 0.573 -0.089 -2.933 -0.09 0.82 -0.86
O 2.261 -0.597 -1.123 -1.48 0.67 -1.48
O 0.346 0.723 -0.084 0.08 0.24 -0.25
S 0.901 -0.620 -1.672 1.29 -2.48 0.80
H 1.430 -1.928 0.274 2.48 -2.10 0.58
H -0.234 -2.341 0.935 0.97 0.73 -0.66
H -0.219 -0.162 1.652 1.08 0.18 -0.37
H 1.546 -0.146 1.227 1.41 0.44 0.87
H -1.608 1.673 1.806 0.38 -0.38 1.77
H -2.429 2.475 0.416 -0.41 -0.29 0.04
H -0.977 1.530 -1.237 -0.67 0.31 0.62
```
Positions in Å, forces in eV/Å.

Values from the calculation:
relative energy (zero: lowest compared OMol25 entry of this formula, charge and spin) = 84.7 kcal/mol
charge = 0
highest occupied orbital energy = -10.07 eV
frontier orbital gap = 10.6 eV
LUMO = 0.54 eV

***

# 4
ORCA calculation (wB97M-V/def2-TZVPD) on a 2-piece molecular cluster, C4H7NO3S3 overall in a non-equilibrium geometry.

XYZ file:
```
18
Properties=species:S:1:pos:R:3:forces:R:3
C 2.407 1.635 1.654 -2.13 -1.03 4.88
S 1.711 -0.076 1.314 1.04 0.81 -0.19
C 0.127 0.366 0.816 -0.61 -0.04 -0.01
S -0.618 1.801 0.810 -0.02 -0.28 -0.37
S -0.922 -1.161 0.599 -0.58 -0.43 0.72
C -2.235 -0.841 -0.607 0.78 1.04 -0.41
O -0.109 -2.294 0.232 0.02 0.44 -0.57
O -1.599 -1.249 1.863 -0.17 0.18 0.07
H 2.807 2.099 0.821 0.55 0.80 -1.73
H 3.141 1.707 2.599 -1.56 -0.77 -2.33
H 1.391 2.073 2.028 2.19 0.10 -0.83
H -2.773 0.066 -0.380 -0.06 0.13 0.54
H -1.943 -0.756 -1.638 0.73 0.23 -0.19
H -2.883 -1.671 -0.637 -0.74 -1.21 0.81
C 0.141 -1.000 -2.374 1.91 4.51 -0.35
N 0.593 0.072 -2.384 -2.33 -5.08 0.08
O 0.832 1.190 -2.295 1.63 4.59 0.09
H -0.066 -1.959 -2.421 -0.64 -4.00 -0.20
```
Positions in Å, forces in eV/Å.

Values from the calculation:
SMILES = CSC(=S)S(C)(=O)=O.C#[N+][O-]
relative energy (zero: lowest compared OMol25 entry of this formula, charge and spin) = 6.5 kcal/mol
charge = 0
highest occupied orbital energy = -9.22 eV
frontier orbital gap = 8.4 eV
LUMO = -0.86 eV

***

# 5
ORCA calculation (wB97M-V/def2-TZVPD) on one molecule with the formula C4H7NO4 in a non-equilibrium geometry.

XYZ file:
```
16
Properties=species:S:1:pos:R:3:forces:R:3
N -1.631 1.531 -0.238 1.48 -1.37 -0.54
C -0.617 0.452 -0.584 0.69 1.37 1.96
C 0.800 0.765 0.132 -3.34 1.57 0.06
C 1.896 -0.200 -0.091 5.78 4.62 2.00
O 3.112 0.060 -0.014 -1.95 0.75 -1.00
O 1.537 -1.369 -0.022 -4.18 -6.08 -0.23
C -1.067 -0.908 -0.186 -0.57 -2.42 -1.79
O -1.126 -1.821 -1.033 -0.20 2.11 2.81
O -1.383 -1.101 1.151 0.17 -0.36 -2.24
H -1.939 1.312 0.693 -0.38 -0.01 0.51
H -1.082 2.377 -0.136 -0.17 0.29 -0.11
H -0.444 0.418 -1.621 -0.11 0.03 -1.32
H 1.030 1.789 -0.232 0.36 -0.73 0.51
H 0.422 0.814 1.217 1.44 -0.13 -1.25
H 2.160 -2.084 -0.120 1.00 0.14 -0.04
H -1.669 -2.035 1.084 0.01 0.23 0.66
```
Positions in Å, forces in eV/Å.

Values from the calculation:
SMILES = N[C@@H](CC(=O)O)C(=O)O
relative energy (zero: lowest compared OMol25 entry of this formula, charge and spin) = 34.1 kcal/mol
charge = 0
highest occupied orbital energy = -10.09 eV
frontier orbital gap = 10.5 eV
LUMO = 0.42 eV

***

# 6
ORCA calculation (wB97M-V/def2-TZVPD) on a 2-piece molecular cluster, C4H7NO4 overall in a non-equilibrium geometry.

XYZ file:
```
16
Properties=species:S:1:pos:R:3:forces:R:3
C 0.266 0.588 0.928 0.89 -1.89 0.79
C 0.091 1.880 0.187 2.01 2.13 -2.53
C 1.006 -0.431 -0.039 -0.31 -1.81 0.48
C 0.076 -1.280 -1.028 -1.61 2.14 0.08
H -1.759 0.899 1.886 3.39 -3.82 -1.29
H -1.530 -1.227 1.150 2.22 5.04 1.38
H 1.121 0.769 1.719 -1.82 0.10 -1.38
H 1.646 0.163 -0.723 0.05 -0.53 0.58
H 1.602 -1.125 0.686 -0.85 1.04 -1.84
H -0.364 -2.609 -2.009 1.03 -0.88 -0.53
H -1.027 0.945 -0.871 1.54 2.65 -2.62
N -0.882 0.024 1.667 -4.69 -0.64 -0.20
O 0.717 2.844 0.550 -0.93 -0.20 0.03
O -1.079 -0.844 -1.327 3.46 -1.80 0.95
O 0.537 -2.436 -1.628 -2.17 2.20 1.25
O -0.421 1.838 -1.148 -2.22 -3.72 4.86
```
Positions in Å, forces in eV/Å.

Values from the calculation:
relative energy (zero: lowest compared OMol25 entry of this formula, charge and spin) = 122.4 kcal/mol
charge = 0
highest occupied orbital energy = -9.69 eV
frontier orbital gap = 9.5 eV
LUMO = -0.19 eV

***

# 7
ORCA calculation (wB97M-V/def2-TZVPD) on one molecule with the formula C4H7NOS in a non-equilibrium geometry.

XYZ file:
```
14
Properties=species:S:1:pos:R:3:forces:R:3
C 0.705 -2.178 -0.677 -0.35 0.00 3.59
C 1.274 -0.978 -0.511 1.18 -0.46 0.72
O 1.038 -0.367 0.690 0.85 -0.02 1.55
C -0.195 0.171 1.064 -2.02 0.33 -0.84
C -0.765 0.899 -0.194 -1.56 0.53 0.58
N -1.251 2.180 0.234 -0.59 2.31 1.71
S 0.343 2.190 -0.422 1.64 1.85 -1.46
H 0.620 -2.805 -1.496 0.49 -0.84 -1.68
H 0.355 -2.680 0.351 0.04 1.47 -2.50
H 2.230 -0.491 -0.921 -2.04 -0.78 -0.52
H -0.004 1.027 1.769 -0.06 -0.99 -0.65
H -1.001 -0.460 1.548 1.24 -0.18 -0.58
H -1.475 0.803 -1.023 0.94 -2.34 -0.07
H -1.874 2.688 -0.412 0.25 -0.86 0.16
```
Positions in Å, forces in eV/Å.

Values from the calculation:
SMILES = C=COC[C@H]1NS1
relative energy (zero: lowest compared OMol25 entry of this formula, charge and spin) = 115.0 kcal/mol
charge = 0
highest occupied orbital energy = -8.57 eV
frontier orbital gap = 9.4 eV
LUMO = 0.78 eV

***

# 8
ORCA calculation (wB97M-V/def2-TZVPD) on one molecule with the formula C4H7NOS in a non-equilibrium geometry.

XYZ file:
```
14
Properties=species:S:1:pos:R:3:forces:R:3
N 0.495 -0.930 -2.572 -0.09 0.14 -0.22
C -0.084 -0.681 -1.279 -0.19 0.65 0.45
C 0.330 -1.583 -0.166 0.00 -1.19 0.43
C 0.930 -0.208 -0.225 -0.71 0.08 -0.10
S 0.658 1.129 1.008 -0.55 -0.87 -0.58
C -1.083 1.000 1.469 2.29 1.17 0.31
O -1.879 0.225 1.089 -1.32 -1.15 -0.57
H -0.095 -1.563 -3.106 0.10 -0.01 0.10
H 0.499 -0.052 -3.077 0.13 -0.05 -0.19
H -1.105 -0.253 -1.260 0.70 -0.30 0.27
H -0.398 -1.796 0.610 -0.04 0.30 -0.11
H 0.915 -2.502 -0.389 -0.10 1.06 -0.03
H 1.939 -0.145 -0.609 0.05 0.08 0.07
H -1.262 1.799 2.203 -0.27 0.09 0.15
```
Positions in Å, forces in eV/Å.

Values from the calculation:
SMILES = N[C@H]1C[C@@H]1SC=O
relative energy (zero: lowest compared OMol25 entry of this formula, charge and spin) = 35.5 kcal/mol
charge = 0
highest occupied orbital energy = -9.10 eV
frontier orbital gap = 10.0 eV
LUMO = 0.85 eV

***

Total energy? In order: -11884.4200; -22723.4964; -22724.9775; -44394.2425; -13941.1566; -13937.3311; -18629.5620; -18633.0123 eV.